Entry A
This record from the OMol25 dataset describes 2 unconnected molecules or ions with the total composition C2H4O4S. The level of theory is ωB97M-V/def2-TZVPD.

Geometry as ORCA input:
```
! RIJCOSX wB97M-V def2-TZVPD def2/J DEFGRID3
* xyz 0 1
O -3.05 -0.02 -1.35
S -2.14 0.66 -0.48
O -1.55 1.88 -0.90
O -1.98 0.17 0.82
C 1.36 -0.23 0.89
C 1.19 -0.64 -0.55
O 0.17 -0.42 -1.13
H 0.58 -0.88 1.38
H 0.96 0.84 0.97
H 2.41 -0.14 1.26
H 2.05 -1.22 -0.89
*
```

orbital gap	0.397	hartree
SMILES	O=S(=O)=O.CC=O
LUMO	0.10	eV

---

Entry B
This record from the OMol25 dataset describes 2 unconnected molecules or ions with the total composition C2H4O4S. The level of theory is ωB97M-V/def2-TZVPD.

Geometry as ORCA input:
```
! RIJCOSX wB97M-V def2-TZVPD def2/J DEFGRID3
* xyz 0 1
C 1.08 0.96 -0.47
C -0.75 -0.02 0.00
O 3.57 0.16 0.01
O 1.65 -1.41 0.01
O -0.66 -0.45 1.24
O -0.76 -0.90 -0.97
S 2.16 -0.05 0.07
H 1.37 2.06 -0.57
H -1.49 0.81 -0.06
H -0.28 -1.37 1.18
H 0.01 -1.53 -1.17
*
```

orbital gap	0.338	hartree
LUMO	-0.44	eV

---

Energetically preferred structure: entry A | next structure: +60.0 kcal/mol

---

Entry A
This record from the OMol25 dataset describes 2 unconnected molecules or ions with the total composition HN2O4S. The level of theory is ωB97M-V/def2-TZVPD.

Geometry as ORCA input:
```
! RIJCOSX wB97M-V def2-TZVPD def2/J DEFGRID3
* xyz -1 1
N 0.92 -0.05 0.40
N 1.99 -0.26 -0.43
O 0.20 0.96 2.73
O 1.78 -0.96 -1.42
O 3.06 0.19 -0.07
O -0.05 2.34 0.61
S 0.80 1.45 1.48
H -0.40 -0.69 -0.21
*
```

orbital gap (alpha / beta)	0.290 / 0.290	hartree
LUMO (alpha / beta)	3.35 / 3.35	eV

---

Entry B
This record from the OMol25 dataset describes a molecular structure, HN2O4S. The level of theory is ωB97M-V/def2-TZVPD.

Geometry as ORCA input:
```
! RIJCOSX wB97M-V def2-TZVPD def2/J DEFGRID3
* xyz -1 1
N 0.46 -0.30 0.07
N 0.83 0.93 0.16
O 2.02 1.15 -0.12
O -1.83 -0.59 1.17
O -0.04 1.79 0.27
O -1.47 -1.60 -1.08
S -1.47 -0.40 -0.21
H 1.51 -0.99 -0.26
*
```

orbital gap	0.323	hartree
LUMO	3.98	eV

---

Energetically preferred structure: entry B | next structure: +33.0 kcal/mol

---

Entry A
This record from the OMol25 dataset describes a single C19H25N3O2S molecule. The level of theory is ωB97M-V/def2-TZVPD.

Geometry as ORCA input:
```
! RIJCOSX wB97M-V def2-TZVPD def2/J DEFGRID3
* xyz 0 1
C -2.06 2.71 0.31
C -1.16 3.95 0.33
C 0.27 3.54 0.53
C 0.79 3.39 1.81
C 2.06 2.88 1.99
C 2.82 2.54 0.89
S 4.33 1.62 1.14
O 5.02 1.47 -0.10
O 5.05 2.10 2.28
N 3.70 0.12 1.62
C 2.52 -0.28 0.97
C 2.49 -0.36 -0.42
C 1.33 -0.67 -1.08
C 0.14 -0.94 -0.38
N -1.03 -1.17 -1.09
C -2.30 -1.26 -0.42
C -2.60 -2.69 0.06
N -1.92 -3.64 -0.81
C -2.43 -4.98 -0.64
C -1.94 -3.19 -2.19
C -0.99 -1.97 -2.30
C 0.18 -0.87 1.01
C 1.35 -0.53 1.67
C 2.34 2.72 -0.39
C 1.06 3.22 -0.57
H -3.09 2.99 0.15
H -1.74 2.04 -0.49
H -1.98 2.17 1.25
H -1.48 4.61 1.14
H -1.27 4.49 -0.61
H 0.18 3.65 2.66
H 2.48 2.75 2.98
H 3.65 0.07 2.62
H 3.40 -0.16 -0.96
H 1.33 -0.69 -2.16
H -3.06 -0.96 -1.15
H -2.35 -0.56 0.40
H -2.23 -2.85 1.07
H -3.70 -2.85 0.06
H -3.49 -5.09 -0.93
H -2.32 -5.27 0.41
H -1.83 -5.67 -1.24
H -1.57 -3.99 -2.83
H -2.95 -2.93 -2.53
H -1.29 -1.36 -3.16
H 0.02 -2.33 -2.46
H -0.70 -1.08 1.60
H 1.35 -0.48 2.75
H 2.96 2.45 -1.23
H 0.66 3.34 -1.57
*
```

orbital gap	0.299	hartree
SMILES	CCc1ccc(S(=O)(=O)Nc2ccc(N3CCN(C)CC3)cc2)cc1
LUMO	0.63	eV

---

Entry B
This record from the OMol25 dataset describes a single C19H25N3O2S molecule. The level of theory is ωB97M-V/def2-TZVPD.

Geometry as ORCA input:
```
! RIJCOSX wB97M-V def2-TZVPD def2/J DEFGRID3
* xyz 0 1
C 6.71 0.81 -0.18
C 5.42 1.21 0.53
N 4.25 0.70 -0.15
C 3.00 1.32 0.26
C 2.22 0.48 1.27
N 1.86 -0.79 0.66
C 0.71 -1.37 1.02
O -0.01 -0.90 1.89
C 0.28 -2.63 0.29
S -0.19 -2.21 -1.44
C -1.07 -0.71 -1.02
C -0.49 0.48 -1.26
C -1.05 1.72 -0.78
O -0.51 2.80 -0.94
N -2.22 1.61 -0.05
C -2.74 2.85 0.50
C -3.80 3.47 -0.40
C -2.88 0.42 0.14
C -4.11 0.35 0.81
C -4.76 -0.85 0.97
C -4.23 -2.03 0.46
C -3.03 -1.99 -0.20
C -2.33 -0.79 -0.36
C 2.77 -1.26 -0.37
C 4.18 -0.75 -0.09
H 6.91 -0.26 -0.07
H 7.55 1.35 0.23
H 6.63 1.04 -1.24
H 5.35 2.30 0.52
H 5.47 0.88 1.58
H 2.38 1.48 -0.63
H 3.20 2.30 0.69
H 2.82 0.31 2.17
H 1.30 0.98 1.57
H 1.06 -3.38 0.22
H -0.59 -3.04 0.80
H 0.45 0.56 -1.79
H -3.12 2.67 1.51
H -1.88 3.53 0.57
H -4.17 4.39 0.05
H -3.37 3.70 -1.36
H -4.64 2.79 -0.55
H -4.57 1.24 1.21
H -5.71 -0.88 1.50
H -4.76 -2.96 0.57
H -2.60 -2.89 -0.62
H 2.78 -2.35 -0.39
H 2.44 -0.91 -1.36
H 4.85 -1.17 -0.84
H 4.50 -1.13 0.90
*
```

orbital gap	0.311	hartree
SMILES	CCN1CCN(C(=O)CSc2cc(=O)n(CC)c3ccccc23)CC1
LUMO	0.12	eV

---

Energetically preferred structure: entry B | next structure: +36.1 kcal/mol

---

Entry A
This record from the OMol25 dataset describes 2 unconnected molecules or ions with the total composition C2H3F3Si. The level of theory is ωB97M-V/def2-TZVPD.

Geometry as ORCA input:
```
! RIJCOSX wB97M-V def2-TZVPD def2/J DEFGRID3
* xyz 0 1
F -0.96 -0.73 1.52
Si -1.88 -0.02 0.41
F -1.12 0.11 -1.01
F -2.02 1.52 0.78
H -3.08 -0.77 0.31
C 2.02 -0.43 -0.91
C 2.53 0.37 -0.10
H 1.63 -1.20 -1.47
H 2.87 1.14 0.47
*
```

orbital gap	0.420	hartree
SMILES	F[SiH](F)F.C#C
LUMO	0.99	eV

---

Entry B
This record from the OMol25 dataset describes a single C2H3F3Si molecule. The level of theory is ωB97M-V/def2-TZVPD.

Geometry as ORCA input:
```
! RIJCOSX wB97M-V def2-TZVPD def2/J DEFGRID3
* xyz 0 1
C -0.13 -0.02 -0.55
C 0.79 0.30 0.41
Si 2.60 -0.05 0.11
F 3.00 -0.95 -1.12
F 3.34 1.32 -0.17
F 3.40 -0.74 1.25
H -1.19 0.08 -0.39
H 0.44 -0.38 -1.55
H 0.51 0.27 1.48
*
```

orbital gap	0.423	hartree
SMILES	C=C[Si](F)(F)F
LUMO	0.44	eV

---

Energetically preferred structure: entry B | next structure: +40.7 kcal/mol

---

Entry A
This record from the OMol25 dataset describes 2 unconnected molecules or ions with the total composition CH4ClOP. The level of theory is ωB97M-V/def2-TZVPD.

Geometry as ORCA input:
```
! RIJCOSX wB97M-V def2-TZVPD def2/J DEFGRID3
* xyz 0 1
C -1.04 0.24 -0.53
O 2.16 0.45 -0.16
P -0.23 0.20 1.13
Cl -0.10 -1.71 1.52
H -2.17 0.35 -0.22
H -0.94 -0.82 -1.01
H -0.54 0.96 -1.20
H 2.86 0.31 0.48
*
```

orbital gap (alpha / beta)	0.273 / 0.273	hartree
LUMO (alpha / beta)	-1.70 / -1.70	eV

---

Entry B
This record from the OMol25 dataset describes a single CH4ClOP molecule. The level of theory is ωB97M-V/def2-TZVPD.

Geometry as ORCA input:
```
! RIJCOSX wB97M-V def2-TZVPD def2/J DEFGRID3
* xyz 0 1
C -0.73 -0.79 0.25
P 0.14 0.70 0.61
O 0.09 1.47 -0.84
Cl 2.43 -0.25 0.02
H -1.87 -0.82 0.03
H -0.60 -1.30 1.29
H -0.21 -1.22 -0.64
H 0.74 2.20 -0.71
*
```

orbital gap	0.338	hartree
SMILES	CP(O)Cl
LUMO	-0.65	eV

---

Energetically preferred structure: entry B | next structure: +63.5 kcal/mol

---

Entry A
This record from the OMol25 dataset describes 11 unconnected molecules or ions with the total composition C44H66O33. The level of theory is ωB97M-V/def2-TZVPD.

Geometry as ORCA input:
```
! RIJCOSX wB97M-V def2-TZVPD def2/J DEFGRID3
* xyz 0 1
C 2.10 4.59 0.12
C 1.60 5.66 1.16
C 2.52 5.83 2.33
O 2.64 7.30 2.52
C 1.88 7.87 1.62
O 1.55 9.06 1.61
O 1.58 6.98 0.65
H 2.54 3.69 0.53
H 2.88 5.10 -0.45
H 1.36 4.19 -0.57
H 0.62 5.30 1.45
H 3.46 5.26 2.38
H 1.95 5.47 3.19
C 1.05 -3.59 -2.04
C 0.94 -5.08 -2.13
C 0.02 -5.77 -3.07
O 0.81 -6.55 -3.86
C 1.99 -6.58 -3.47
O 2.94 -7.03 -4.18
O 2.11 -5.74 -2.45
H 0.07 -3.15 -1.88
H 1.40 -3.13 -2.96
H 1.66 -3.36 -1.17
H 0.78 -5.60 -1.19
H -0.56 -5.11 -3.72
H -0.57 -6.36 -2.37
C -2.89 3.40 -1.81
C -3.17 3.33 -3.34
C -1.91 3.22 -4.28
O -2.21 2.12 -5.16
C -3.27 1.46 -4.72
O -3.73 0.39 -5.16
O -3.76 2.06 -3.62
H -3.64 2.80 -1.29
H -3.04 4.44 -1.51
H -1.88 3.02 -1.69
H -3.89 4.09 -3.67
H -1.00 2.98 -3.74
H -1.76 4.14 -4.84
C 2.31 -3.70 5.30
C 2.96 -3.56 6.60
C 4.37 -2.88 6.47
O 4.09 -1.73 7.25
C 2.85 -1.75 7.77
O 2.49 -1.03 8.62
O 2.10 -2.69 7.23
H 2.21 -2.71 4.86
H 1.28 -4.07 5.26
H 2.84 -4.23 4.51
H 2.98 -4.46 7.22
H 4.63 -2.60 5.44
H 5.14 -3.60 6.74
C -3.75 -0.02 4.55
C -3.11 0.10 3.15
C -4.12 -0.13 1.94
O -3.73 0.95 1.05
C -2.86 1.79 1.65
O -2.54 2.90 1.19
O -2.59 1.42 2.87
H -4.18 0.91 4.92
H -2.92 -0.23 5.23
H -4.51 -0.81 4.58
H -2.19 -0.48 3.09
H -5.14 -0.02 2.31
H -4.03 -1.15 1.55
C -3.83 -4.76 3.79
C -2.63 -3.96 3.28
C -1.35 -4.72 3.54
O -0.93 -5.20 2.23
C -1.76 -4.76 1.31
O -1.59 -4.93 0.09
O -2.71 -4.04 1.87
H -3.65 -5.01 4.83
H -3.96 -5.64 3.16
H -4.71 -4.13 3.72
H -2.54 -2.93 3.62
H -1.36 -5.60 4.18
H -0.80 -3.87 3.94
C 0.42 -1.53 1.71
C 0.28 -0.17 0.97
C 1.52 0.16 0.05
O 0.95 0.58 -1.16
C -0.32 0.34 -1.20
O -1.11 0.52 -2.18
O -0.74 -0.21 -0.06
H 0.35 -2.35 0.99
H -0.35 -1.58 2.48
H 1.38 -1.63 2.22
H 0.25 0.60 1.74
H 2.14 -0.73 -0.06
H 1.92 1.09 0.45
C 0.88 0.92 -7.73
C 1.50 0.42 -6.42
C 0.53 -0.04 -5.36
O 1.02 -1.23 -4.82
C 1.85 -1.76 -5.78
O 2.33 -2.87 -5.81
O 2.10 -0.80 -6.71
H 1.84 1.20 -8.17
H 0.41 1.90 -7.75
H 0.15 0.29 -8.24
H 2.18 1.24 -6.20
H -0.51 -0.15 -5.67
H 0.49 0.79 -4.66
C -3.55 -2.01 -2.38
C -4.47 -1.08 -1.61
C -5.89 -0.73 -2.28
O -6.89 -1.27 -1.43
C -6.37 -1.69 -0.33
O -6.97 -1.89 0.75
O -5.04 -1.74 -0.50
H -3.94 -3.02 -2.50
H -2.80 -2.24 -1.62
H -3.14 -1.68 -3.34
H -3.91 -0.17 -1.40
H -6.03 -1.25 -3.23
H -5.90 0.33 -2.50
C 2.48 5.63 -5.04
C 3.35 4.51 -4.40
C 3.61 4.69 -3.00
O 3.22 3.41 -2.50
C 2.67 2.63 -3.47
O 2.30 1.53 -3.32
O 2.74 3.32 -4.67
H 1.46 5.69 -4.65
H 2.19 5.25 -6.02
H 2.79 6.67 -4.98
H 4.27 4.60 -4.97
H 2.99 5.44 -2.51
H 4.65 4.95 -2.81
C 3.91 -0.26 3.70
C 2.81 0.48 4.31
C 3.15 1.59 5.21
O 2.44 2.66 4.53
C 1.65 2.23 3.51
O 1.02 2.97 2.72
O 1.80 0.92 3.41
H 3.49 -1.24 3.48
H 4.89 -0.29 4.16
H 4.25 0.14 2.74
H 2.34 -0.39 4.77
H 4.23 1.67 5.25
H 2.78 1.35 6.20
*
```

orbital gap	0.339	hartree
SMILES	C[C@H]1COC(=O)O1.C[C@H]1COC(=O)O1.C[C@H]1COC(=O)O1.C[C@H]1COC(=O)O1.C[C@H]1COC(=O)O1.C[C@H]1COC(=O)O1.C[C@H]1COC(=O)O1.C[C@H]1COC(=O)O1.C[C@H]1COC(=O)O1.C[C@H]1COC(=O)O1.C[C@H]1COC(=O)O1
LUMO	-0.49	eV

---

Entry B
This record from the OMol25 dataset describes 11 unconnected molecules or ions with the total composition C44H66O33. The level of theory is ωB97M-V/def2-TZVPD.

Geometry as ORCA input:
```
! RIJCOSX wB97M-V def2-TZVPD def2/J DEFGRID3
* xyz 0 1
C -0.72 2.20 1.40
C -0.84 1.59 -0.03
C -0.16 0.26 -0.04
O -1.07 -0.68 -0.53
C -2.24 -0.13 -0.63
O -3.27 -0.74 -0.97
O -2.16 1.22 -0.39
H -1.47 2.97 1.51
H 0.26 2.61 1.65
H -0.92 1.41 2.12
H -0.42 2.29 -0.76
H 0.24 -0.04 0.93
H 0.71 0.27 -0.69
C 0.63 8.63 4.15
C 2.12 8.57 3.82
C 2.82 9.93 3.65
O 3.69 10.00 4.76
C 3.60 8.92 5.53
O 4.15 8.84 6.63
O 2.76 8.11 5.00
H 0.04 9.09 3.36
H 0.58 9.30 5.01
H 0.25 7.66 4.46
H 2.42 7.91 3.01
H 2.14 10.78 3.63
H 3.45 9.92 2.76
C 2.55 -8.18 2.92
C 2.04 -7.21 4.01
C 3.05 -7.02 5.17
O 2.89 -5.63 5.42
C 2.19 -5.02 4.45
O 1.90 -3.82 4.49
O 1.79 -5.91 3.52
H 1.71 -8.42 2.26
H 2.86 -9.16 3.27
H 3.36 -7.74 2.34
H 1.17 -7.67 4.49
H 4.08 -7.32 4.99
H 2.71 -7.47 6.10
C 1.01 1.99 7.99
C 0.54 0.96 8.96
C -0.50 -0.09 8.43
O -0.04 -1.23 9.04
C 1.12 -1.13 9.69
O 1.74 -2.03 10.27
O 1.59 0.18 9.54
H 1.42 1.57 7.07
H 1.82 2.58 8.41
H 0.30 2.77 7.70
H -0.04 1.47 9.72
H -0.56 -0.19 7.35
H -1.55 0.16 8.60
C 7.66 7.72 0.23
C 6.40 7.21 -0.49
C 6.53 6.51 -1.81
O 6.10 5.20 -1.58
C 5.61 5.11 -0.36
O 5.18 4.06 0.07
O 5.74 6.28 0.33
H 8.30 8.31 -0.43
H 8.28 6.92 0.63
H 7.40 8.35 1.07
H 5.66 7.96 -0.76
H 7.56 6.49 -2.17
H 5.90 7.00 -2.55
C -6.06 -2.99 -7.07
C -7.29 -3.56 -6.44
C -8.63 -3.05 -6.94
O -9.44 -4.16 -6.80
C -8.65 -5.30 -6.82
O -9.08 -6.47 -6.93
O -7.36 -4.97 -6.72
H -6.27 -2.85 -8.13
H -5.25 -3.73 -7.02
H -5.89 -1.97 -6.71
H -7.32 -3.49 -5.35
H -8.68 -2.66 -7.96
H -8.92 -2.32 -6.19
C 2.54 4.18 -7.80
C 3.34 3.81 -6.55
C 2.53 3.02 -5.57
O 3.49 2.14 -5.11
C 4.51 2.06 -5.88
O 5.45 1.30 -5.82
O 4.37 2.90 -6.85
H 2.23 3.26 -8.29
H 3.13 4.84 -8.44
H 1.63 4.66 -7.43
H 3.84 4.65 -6.06
H 1.62 2.62 -6.02
H 2.27 3.67 -4.73
C -6.97 -5.91 3.73
C -5.91 -6.09 2.66
C -4.45 -5.64 2.92
O -3.77 -6.74 2.33
C -4.49 -7.84 2.35
O -4.03 -8.98 2.23
O -5.76 -7.52 2.49
H -7.34 -4.90 3.85
H -6.49 -6.26 4.65
H -7.82 -6.57 3.59
H -6.26 -5.63 1.73
H -4.07 -5.51 3.93
H -4.29 -4.66 2.46
C -4.99 8.54 -1.92
C -3.97 7.39 -1.70
C -3.79 6.38 -2.87
O -2.40 6.31 -3.04
C -1.79 7.20 -2.15
O -0.60 7.45 -2.16
O -2.73 7.88 -1.45
H -4.83 9.41 -1.27
H -6.01 8.16 -1.84
H -4.97 8.86 -2.96
H -4.38 6.79 -0.88
H -4.28 6.72 -3.78
H -4.18 5.45 -2.46
C 4.34 -3.86 -1.56
C 5.73 -3.40 -1.18
C 5.95 -2.15 -0.36
O 6.80 -2.54 0.69
C 6.98 -3.84 0.57
O 7.71 -4.44 1.31
O 6.21 -4.36 -0.29
H 4.30 -4.91 -1.83
H 3.83 -3.40 -2.41
H 3.72 -3.85 -0.67
H 6.44 -3.49 -2.00
H 5.03 -1.74 0.04
H 6.53 -1.43 -0.95
C -4.40 -8.34 -3.67
C -3.11 -7.62 -3.99
C -2.44 -6.67 -2.98
O -1.19 -7.24 -2.78
C -1.01 -8.33 -3.54
O 0.03 -8.95 -3.68
O -2.12 -8.63 -4.08
H -5.32 -7.80 -3.47
H -4.17 -9.03 -2.86
H -4.72 -9.00 -4.48
H -3.23 -7.15 -4.96
H -3.03 -6.52 -2.08
H -2.43 -5.65 -3.37
*
```

orbital gap	0.363	hartree
SMILES	C[C@H]1COC(=O)O1.C[C@H]1COC(=O)O1.C[C@H]1COC(=O)O1.C[C@H]1COC(=O)O1.C[C@H]1COC(=O)O1.C[C@H]1COC(=O)O1.C[C@H]1COC(=O)O1.C[C@H]1COC(=O)O1.C[C@H]1COC(=O)O1.C[C@H]1COC(=O)O1.C[C@H]1COC(=O)O1
LUMO	-0.42	eV

---

Energetically preferred structure: entry B | next structure: +43.0 kcal/mol

---

Entry A
This record from the OMol25 dataset describes a single CH3N5 molecule. The level of theory is ωB97M-V/def2-TZVPD.

Geometry as ORCA input:
```
! RIJCOSX wB97M-V def2-TZVPD def2/J DEFGRID3
* xyz 0 1
H 1.57 1.18 1.65
N 0.81 0.47 1.81
C 0.33 0.26 0.62
N -0.95 -0.20 0.56
N -1.38 -0.47 -0.53
N -0.14 -0.32 -1.52
N 0.98 0.16 -0.67
H -0.49 0.50 -2.12
H 1.77 -0.74 -0.72
*
```

orbital gap	0.342	hartree
SMILES	[H]/N=c1/nn[nH][nH]1
LUMO	-0.65	eV

---

Entry B
This record from the OMol25 dataset describes a single CH3N5 molecule. The level of theory is ωB97M-V/def2-TZVPD.

Geometry as ORCA input:
```
! RIJCOSX wB97M-V def2-TZVPD def2/J DEFGRID3
* xyz 0 1
N 0.85 -0.51 -1.42
C 0.17 -0.11 -0.30
N 0.39 -0.79 0.86
N -0.28 -0.16 1.78
N -0.90 0.82 1.17
N -0.64 0.92 -0.14
H 0.49 -0.32 -2.34
H 1.25 -1.43 -1.31
H -1.33 1.55 1.72
*
```

orbital gap	0.383	hartree
SMILES	Nc1nn[nH]n1
LUMO	1.16	eV

---

Energetically preferred structure: entry B | next structure: +72.2 kcal/mol

---

Entry A
This record from the OMol25 dataset describes a single CH4BrFSi molecule. The level of theory is ωB97M-V/def2-TZVPD.

Geometry as ORCA input:
```
! RIJCOSX wB97M-V def2-TZVPD def2/J DEFGRID3
* xyz 0 1
C -0.65 0.58 -0.49
Si 0.74 -0.58 0.18
F -0.23 -1.97 0.63
Br 1.63 0.16 2.14
H -1.50 0.01 -0.96
H -1.25 0.87 0.39
H -0.40 1.45 -1.05
H 1.66 -0.51 -0.85
*
```

orbital gap	0.422	hartree
SMILES	C[Si@H](F)Br
LUMO	0.63	eV

---

Entry B
This record from the OMol25 dataset describes 2 unconnected molecules or ions with the total composition CH4BrFSi. The level of theory is ωB97M-V/def2-TZVPD.

Geometry as ORCA input:
```
! RIJCOSX wB97M-V def2-TZVPD def2/J DEFGRID3
* xyz 0 1
C 0.81 0.74 -0.26
F -0.19 -2.91 -0.38
Si -0.52 -0.17 0.64
Br -2.45 0.80 0.07
H 1.58 1.43 0.06
H 1.48 0.01 -0.71
H 0.36 1.20 -1.13
H -1.07 -1.09 1.71
*
```

orbital gap (alpha / beta)	0.282 / 0.281	hartree
LUMO (alpha / beta)	-1.77 / -1.77	eV

---

Energetically preferred structure: entry A | next structure: +108.0 kcal/mol